15
Properties=species:S:1:pos:R:3:mulliken_charge:R:1 method="wB97M-V/def2-TZVPD" homo_lumo_gap_ev=7.616 multiplicity=1 lumo_energy_ev=0.05 relative_energy_kcal_mol=140.8
C 0.856 0.426 1.848 -0.372
C -1.684 -0.737 0.996 -0.335
C 0.616 0.264 -0.553 0.670
C -0.519 -0.416 2.061 -0.293
C -0.777 0.868 -0.655 -0.624
C 1.241 -0.407 -1.721 -1.210
N 1.085 0.252 0.619 -0.050
O -1.721 -0.115 -0.116 -0.101
H -0.260 -1.380 2.502 0.367
H -1.065 0.135 2.835 0.323
H -0.859 1.786 -0.065 0.335
H -1.102 1.040 -1.682 0.321
H 2.034 -1.078 -1.397 0.343
H 1.666 0.333 -2.402 0.279
H 0.488 -0.971 -2.270 0.348

93
Properties=species:S:1:pos:R:3:mulliken_charge:R:1 method="wB97M-V/def2-TZVPD" homo_lumo_gap_ev=5.345 multiplicity=1 lumo_energy_ev=-1.09 relative_energy_kcal_mol=72.2
Sr -0.647 -0.038 -0.236 1.795
C -3.934 2.076 0.680 -1.317
C -3.888 1.142 1.884 -0.228
C -4.963 0.067 1.740 -1.740
P -2.238 0.276 1.968 1.559
C -2.306 -0.425 3.712 0.642
C -2.559 0.587 4.822 -1.603
C -1.031 -1.216 3.980 -1.809
C -1.052 1.623 2.002 1.406
C -1.356 2.939 2.461 -0.941
C -0.458 3.940 2.560 0.165
C -0.752 5.199 3.315 -1.622
C 0.896 3.812 1.968 -0.377
C 1.232 2.381 1.486 -0.044
C 0.273 1.273 1.791 -0.816
N 0.640 0.013 1.657 -0.034
C 1.864 -0.467 1.996 -1.841
C 2.606 0.067 3.065 -0.584
C 3.763 -0.532 3.510 -1.016
C 4.213 -1.719 2.945 0.551
C 5.445 -2.410 3.449 -1.670
C 3.469 -2.279 1.915 -0.420
C 2.336 -1.662 1.404 -0.182
P 1.315 -2.384 0.086 1.551
C 0.754 -3.973 0.950 0.352
C 1.469 -5.272 0.591 -1.575
C -0.743 -4.117 0.677 -1.528
C 2.480 -2.842 -1.322 0.620
C 2.697 -1.556 -2.123 -1.446
C 3.844 -3.479 -1.055 -1.796
H -4.855 2.661 0.687 0.634
H -3.908 1.490 -0.237 0.205
H -3.094 2.771 0.678 -0.044
H -4.068 1.722 2.797 0.462
H -4.722 -0.589 0.900 0.266
H -5.935 0.522 1.555 0.431
H -5.039 -0.537 2.642 0.452
H -3.138 -1.141 3.685 0.609
H -1.828 1.393 4.793 0.209
H -2.479 0.093 5.789 0.490
H -3.555 1.018 4.755 0.323
H -0.180 -0.551 4.108 0.257
H -0.815 -1.887 3.149 0.156
H -1.136 -1.808 4.889 0.605
H -2.346 3.097 2.873 0.259
H -1.820 5.316 3.485 0.399
H -0.380 6.077 2.792 0.353
H -0.261 5.171 4.291 0.263
H 1.638 4.278 2.624 0.561
H 2.265 2.087 1.669 1.198
H 2.231 0.941 3.580 0.370
H 4.307 -0.091 4.335 0.345
H 5.923 -1.827 4.231 0.368
H 6.160 -2.561 2.641 0.332
H 5.188 -3.389 3.854 0.334
H 3.781 -3.229 1.517 0.533
H 0.903 -3.775 2.020 0.379
H 1.438 -5.451 -0.481 0.296
H 0.966 -6.102 1.088 0.483
H 2.502 -5.270 0.928 0.303
H -0.913 -4.294 -0.386 0.399
H -1.273 -3.202 0.949 0.069
H -1.153 -4.951 1.245 0.504
H 1.872 -3.528 -1.929 0.485
H 3.162 -0.798 -1.490 0.229
H 1.747 -1.176 -2.499 0.161
H 3.362 -1.748 -2.964 0.495
H 4.506 -2.778 -0.552 0.384
H 4.296 -3.736 -2.014 0.493
H 3.777 -4.390 -0.471 0.294
Br 0.139 7.025 0.066 -0.128
C 0.034 5.125 -0.153 -1.059
C 1.068 4.296 0.470 0.132
C 1.032 2.817 0.025 -1.529
N -0.177 2.321 -0.562 -0.225
C -1.038 3.153 -1.055 1.191
C -0.983 4.583 -0.838 -0.692
C -2.073 2.608 -1.938 0.295
C -2.821 3.437 -2.785 -1.017
C -3.732 2.859 -3.643 -0.243
Br -4.776 3.953 -4.795 -0.163
C -3.884 1.481 -3.667 -0.901
C -3.090 0.743 -2.804 -0.499
N -2.222 1.279 -1.964 0.796
H 2.062 4.728 0.342 0.770
H 1.844 2.515 -0.653 0.593
H -1.762 5.212 -1.234 0.434
H -2.684 4.505 -2.802 0.489
H -4.582 0.999 -4.331 0.455
H -3.162 -0.337 -2.783 0.533
O -2.043 -1.692 -0.996 -0.343
N -1.440 -1.865 -2.067 0.096
O -0.500 -1.081 -2.297 -0.383

15
Properties=species:S:1:pos:R:3:mulliken_charge:R:1 method="wB97M-V/def2-TZVPD" homo_lumo_gap_ev="7.698 / 7.700" multiplicity=1 lumo_energy_ev="-5.55 / -5.55" relative_energy_kcal_mol=103.3 total_charge=+1
C 0.052 0.118 -1.756 -1.168
C -0.151 0.968 -0.582 0.736
C 1.125 -0.602 -1.856 0.913
C -0.849 -0.790 0.882 -0.213
C 0.305 1.076 1.833 -0.870
N -0.118 0.359 0.651 0.113
N -0.866 -1.805 0.101 -0.085
O 2.024 -1.324 -2.043 -0.274
Cl -0.388 2.569 -0.706 -0.035
H -0.647 0.189 -2.662 0.330
H -0.580 1.548 2.282 0.391
H 0.657 0.318 2.531 0.334
H 1.049 1.888 1.660 0.327
H -1.340 -2.670 0.426 0.308
H -0.272 -1.840 -0.762 0.194

11
Properties=species:S:1:pos:R:3:mulliken_charge:R:1 method="wB97M-V/def2-TZVPD" homo_lumo_gap_ev=9.827 multiplicity=1 lumo_energy_ev=-4.63 relative_energy_kcal_mol=12.7 total_charge=+1
C 0.536 1.214 -1.353 0.029
N -0.395 -0.634 1.010 -0.548
N -0.781 -1.221 1.904 0.890
N -1.194 -1.791 2.834 -0.746
N -0.625 0.685 -1.304 -0.196
S 1.812 0.631 -0.348 -0.044
H 0.899 1.801 -2.101 0.406
H -1.211 -2.758 3.007 0.311
H -1.164 0.912 -2.130 0.267
H 2.825 1.120 -1.032 0.201
H -0.702 0.039 -0.488 0.430